ORCA calculation (ωB97M-V with the def2-TZVPD basis set) on a structure of composition C3H3NS2.

The geometry in XYZ format:
```
9
C3H3NS2 | OMol25 | ωB97M-V with the def2-TZVPD basis set
C -0.897 -1.218 -0.087
C -2.099 -1.198 -0.156
C 1.546 -0.459 0.025
N 0.956 -1.525 0.122
S 0.895 1.156 -0.064
S 3.314 -0.602 -0.026
H -0.215 0.621 -0.314
H -3.174 -1.028 -0.352
H 3.564 0.589 0.611
```

Properties
**Frontier orbital gap**: 0.3617 Ha
**2S+1**: 1
**Relative energy (zero: lowest compared OMol25 entry of this formula, charge and spin)**: 102.3 kcal/mol
**LUMO energy**: -0.23 eV

These are the Mulliken partial charges, in e, on atoms 1 to 6: number 1, C, carries -0.42; number 2, C, carries -0.08; number 3, C, carries 0.51; number 4, N, carries -0.32; number 5, S, carries -0.12; number 6, S, carries -0.18


ORCA calculation (ωB97M-V with the def2-TZVPD basis set) on a cluster of 2 separate species, C3H3NS2 in total.

The geometry in XYZ format:
```
9
C3H3NS2 | OMol25 | ωB97M-V with the def2-TZVPD basis set
N 0.922 -0.597 -0.414
C 0.462 -1.630 -0.215
S -0.462 -3.086 0.087
S -2.204 -2.014 -0.002
H -2.872 -2.262 -1.168
C 0.573 2.591 0.777
C 1.492 2.325 0.062
H -0.049 2.614 1.647
H 2.138 2.060 -0.775
```

Properties
**Structure (SMILES)**: N#CSS.C#C
**Frontier orbital gap**: 0.3540 Ha
**2S+1**: 1
**Relative energy (zero: lowest compared OMol25 entry of this formula, charge and spin)**: 61.7 kcal/mol
**LUMO energy**: -0.38 eV

These are the Mulliken partial charges, in e, on atoms 1 to 6: number 1, N, carries -0.33; number 2, C, carries 0.35; number 3, S, carries -0.04; number 4, S, carries -0.18; number 5, H, carries 0.19; number 6, C, carries -0.29


ORCA calculation (ωB97M-V with the def2-TZVPD basis set) on the molecule C3H3NS3.

The geometry in XYZ format:
```
10
C3H3NS3 | OMol25 | ωB97M-V with the def2-TZVPD basis set
S 0.673 1.915 -1.762
C 0.632 1.373 -0.031
N 0.196 0.105 0.493
C 0.033 -1.005 -0.301
S -0.417 -1.122 -1.955
C -0.290 0.106 1.893
S -0.547 -1.103 2.727
H 0.890 2.130 0.649
H 0.339 -1.891 0.126
H -0.199 1.127 2.251
```

Properties
**Structure (SMILES)**: S=CN(C=S)C=S
**Frontier orbital gap**: 0.2554 Ha
**2S+1**: 1
**Relative energy (zero: lowest compared OMol25 entry of this formula, charge and spin)**: 79.4 kcal/mol
**LUMO energy**: -1.24 eV

These are the Mulliken partial charges, in e, on atoms 1 to 6: number 1, S, carries -0.17; number 2, C, carries -0.18; number 3, N, carries 0.10; number 4, C, carries -0.34; number 5, S, carries -0.13; number 6, C, carries 0.17


ORCA calculation (ωB97M-V with the def2-TZVPD basis set) on a cluster of 2 separate species, C3H3O2 in total.

The geometry in XYZ format:
```
8
C3H3O2 | OMol25 | ωB97M-V with the def2-TZVPD basis set
C -0.654 -0.877 -0.412
C 0.257 -1.192 0.478
C 0.452 1.618 0.081
O 1.059 -1.435 1.256
O -0.082 2.079 0.953
H -1.674 -0.657 -0.138
H -0.479 -1.043 -1.463
H 1.121 1.507 -0.757
```

Properties
**Frontier orbital gap (alpha / beta)**: 0.3035 / 0.3035 Ha
**2S+1**: 1
**Relative energy (zero: lowest compared OMol25 entry of this formula, charge and spin)**: 43.9 kcal/mol
**Total charge**: +1
**LUMO energy (alpha / beta)**: -6.56 / -6.56 eV

These are the Mulliken partial charges, in e, on atoms 1 to 6: number 1, C, carries -1.19; number 2, C, carries 0.92; number 3, C, carries 0.37; number 4, O, carries -0.23; number 5, O, carries -0.01; number 6, H, carries 0.35


ORCA calculation (ωB97M-V with the def2-TZVPD basis set) on a cluster of 2 separate species, C3H3O2S in total.

The geometry in XYZ format:
```
9
C3H3O2S | OMol25 | ωB97M-V with the def2-TZVPD basis set
C -0.355 -2.107 -2.331
C -0.332 -1.038 -1.775
C 0.248 0.650 0.716
O 1.190 1.747 1.018
O -0.246 1.725 3.084
S 0.856 0.956 2.413
H -0.587 -2.992 -2.806
H -0.148 -0.219 -1.184
H -0.624 1.279 0.866
```

Properties
**Frontier orbital gap**: 0.2454 Ha
**2S+1**: 1
**Relative energy (zero: lowest compared OMol25 entry of this formula, charge and spin)**: 138.9 kcal/mol
**Total charge**: -1
**LUMO energy**: 3.82 eV

These are the Mulliken partial charges, in e, on atoms 1 to 6: number 1, C, carries -0.50; number 2, C, carries -0.20; number 3, C, carries -0.57; number 4, O, carries -0.33; number 5, O, carries -0.64; number 6, S, carries 0.36


ORCA calculation (ωB97M-V with the def2-TZVPD basis set) on a structure of composition C3H3O2Tl.

The geometry in XYZ format:
```
9
C3H3O2Tl | OMol25 | ωB97M-V with the def2-TZVPD basis set
O 0.542 -0.968 0.804
Tl -0.967 2.523 -1.980
O -0.071 0.714 -0.532
C 0.146 0.259 0.554
C 1.827 -0.847 1.375
C 2.251 0.459 1.186
H 1.939 -1.460 2.267
H 2.728 0.761 0.250
H 2.385 1.089 2.068
```

Properties
**Frontier orbital gap (alpha / beta)**: 0.3032 / 0.2829 Ha
**2S+1**: 2
**Relative energy (zero: lowest compared OMol25 entry of this formula, charge and spin)**: 51.7 kcal/mol
**Total charge**: +1
**LUMO energy (alpha / beta)**: -4.70 / -5.30 eV

These are the Mulliken partial charges, in e, on atoms 1 to 6: number 1, O, carries -0.20; number 2, Tl, carries 0.86; number 3, O, carries -0.40; number 4, C, carries 0.41; number 5, C, carries 0.07; number 6, C, carries -0.65


no.,largest force on an atom (eV/A)
1,6.8
2,1.7
3,7.0
4,1.6
5,3.1
6,3.2